41
Properties=species:S:1:pos:R:3:forces:R:3 method="wB97M-V/def2-TZVPD" lumo_energy_ev=2.48 de_lowest_kj_mol=696.08 total_charge=-1 e_homo_ha=-0.164
O -3.21674 0.53067 0.62571 -2.3 -0.1 3.8
H -3.07592 1.44369 0.10971 -1.3 3.0 -1.4
H -3.74224 0.64685 1.63914 3.1 -0.5 -4.3
H -2.29137 0.16085 0.65682 0.0 -1.4 0.6
C -0.04027 -0.05238 0.56384 1.4 -0.8 -3.3
O -0.94412 -1.07585 0.57038 -1.8 -0.6 0.0
H 0.91495 -0.45401 0.88001 0.8 0.2 0.4
H -0.37844 0.65281 1.27278 0.2 2.0 0.5
H 0.18945 0.31057 -0.57869 -0.7 0.0 2.6
C -1.84550 3.14913 -0.68707 -1.0 -1.9 0.9
O -3.14903 2.76624 -0.65838 -3.1 -2.1 2.0
H -1.88659 3.93995 -1.37199 1.6 1.8 -0.8
H -1.48090 2.22662 -1.09758 2.5 0.3 -0.3
H -1.46021 3.28081 0.35011 0.6 0.7 -0.6
O 1.69112 1.46261 -3.15043 -0.8 0.3 -0.5
H 2.03213 1.73642 -2.29090 -0.7 -0.1 0.0
H 0.69572 1.62054 -3.19367 1.6 -0.5 0.5
O 0.38735 -2.18859 2.83678 2.9 -4.8 2.3
H -0.20947 -1.68577 2.42017 -3.2 3.2 -2.7
H 0.07163 -3.08965 2.56446 0.8 1.1 0.4
O 3.79180 -2.22410 2.12506 1.8 0.3 3.7
H 3.39090 -1.64894 1.50131 -0.4 1.3 -0.2
H 3.50652 -2.99647 1.77514 -1.2 -4.5 -1.0
O 3.74284 -0.58479 0.65738 -2.0 3.9 -2.0
H 3.94983 -0.97756 -0.17491 0.5 -0.6 -1.0
H 2.96318 -0.00058 0.39578 1.4 -0.5 0.4
O -2.11564 -0.57020 3.00057 -1.4 0.6 1.8
H -1.59781 -0.80359 2.25624 1.2 -0.2 -2.3
H -2.60084 -1.38742 3.09009 -0.4 -0.3 0.5
O 2.57321 1.89360 -0.26103 -0.1 -0.7 -0.9
H 3.25347 2.45226 -0.61772 0.6 0.3 -0.3
H 2.36773 2.29189 0.56382 -0.6 0.5 1.2
O -1.04310 0.99410 -3.14216 -0.6 0.2 0.1
H -1.47802 1.16634 -2.31070 -0.1 2.7 1.0
H -1.38398 0.13510 -2.90461 0.6 -2.8 -1.6
O 0.76112 -3.07135 -0.46401 3.4 -2.4 -3.6
H 0.27322 -2.44700 -0.04968 -3.3 3.3 2.9
H 1.10797 -2.51998 -1.20861 -0.1 -1.0 0.8
O -1.52236 -1.52529 -2.07999 0.2 -0.7 -3.9
H -0.78150 -2.05845 -2.45025 -0.9 0.6 0.7
H -1.42007 -1.49908 -1.16291 0.6 0.1 3.4


9
Properties=species:S:1:pos:R:3:forces:R:3 method="wB97M-V/def2-TZVPD" lumo_energy_ev=-0.01 de_lowest_kj_mol=335.75 e_homo_ha=-0.314
O 0.54852 -3.19629 1.45407 0.7 0.6 -0.1
C 0.31646 -2.11309 1.09180 -1.5 1.2 -0.4
C -0.43194 -1.07687 0.65170 -0.9 -0.1 0.0
N -0.67390 0.21116 0.12901 -0.1 1.2 -0.6
C -0.27297 1.41981 0.17355 2.4 -3.3 1.0
O 0.90103 1.79313 0.78539 -0.3 0.4 0.0
H -1.43449 -1.53706 0.59022 0.5 -0.5 0.3
H -0.67864 2.22161 -0.40708 -0.6 0.2 0.0
H 1.30958 1.02377 1.21683 -0.3 0.2 -0.2


18
Properties=species:S:1:pos:R:3:forces:R:3 method="wB97M-V/def2-TZVPD" smiles=CNC.CC lumo_energy_ev=1.12 de_lowest_kj_mol=163.06 e_homo_ha=-0.327
C 1.46737 -0.46443 0.07620 -5.1 0.8 -0.5
N 1.14651 0.82868 -0.61571 0.5 -1.8 -2.1
C 1.71743 0.85007 -2.01744 -1.3 -0.7 0.0
H 2.45310 -0.73294 -0.00560 2.4 -1.0 0.1
H 0.98230 -0.57495 1.07594 1.1 0.8 -0.2
H 0.72671 -1.20243 -0.41733 1.8 0.8 0.0
H 1.48060 1.71017 -0.32463 0.5 0.6 1.9
H 1.64811 -0.13710 -2.53795 -0.8 0.7 0.4
H 2.79356 1.00224 -2.10099 0.2 0.7 0.4
H 1.11571 1.63952 -2.53780 0.9 -0.8 0.0
C -1.97605 -0.44616 0.42771 -0.3 4.6 0.1
C -1.96896 -0.41086 2.00227 0.2 1.8 -2.4
H -3.02735 -0.25232 0.03919 1.5 -0.6 0.2
H -1.44583 -1.19745 -0.02937 0.4 -2.8 -0.7
H -1.23339 0.39487 -0.05702 -2.2 -1.2 1.5
H -0.96899 -0.12669 2.27993 0.4 -0.4 0.6
H -2.59827 0.43355 2.32187 0.0 -0.4 0.0
H -2.31256 -1.31377 2.42075 -0.2 -1.1 0.7


18
Properties=species:S:1:pos:R:3:forces:R:3 method="wB97M-V/def2-TZVPD" lumo_energy_ev=3.45 de_lowest_kj_mol=60.27 total_charge=-1 e_homo_ha=-0.102
N -0.22146 -0.93699 1.85180 -0.3 -0.3 -0.8
C -0.56356 -1.13599 0.38977 1.0 -0.7 3.4
C -1.62998 -2.22653 0.34379 -0.6 1.6 -1.9
O -2.94074 -1.89878 0.85426 0.8 -0.1 0.4
C 0.74427 -1.61678 -0.25902 -1.9 1.0 -1.3
S 1.79761 -0.17414 -0.62402 1.5 -0.6 0.2
S 0.88495 1.48329 -1.30951 -0.9 0.4 -0.3
H 0.73090 -0.59539 1.87227 0.0 0.4 0.2
H -0.83802 -0.27000 2.29671 0.1 0.1 0.0
H -0.83586 -0.17736 -0.06088 -0.3 -0.1 -0.4
H -1.77883 -2.30577 -0.74888 0.1 -1.1 0.2
H -1.27407 -3.09588 0.85458 0.1 -0.6 0.1
H 0.35643 -2.20762 -1.10737 0.9 0.2 -0.3
H 1.44593 -2.18686 0.32824 -0.3 -0.5 0.6
H -0.14042 3.38735 0.02192 -0.3 -0.1 -0.6
H 0.30731 4.23181 1.08193 0.3 0.5 0.6
H -3.06268 -0.98502 0.60437 -0.3 0.4 0.0
O -0.34905 4.26879 0.39000 0.1 -0.6 0.0